Here is a 5-piece molecular cluster, C21H57N2O5PSi overall from the OMol25 dataset. Energies are from wB97M-V/def2-TZVPD.

Geometry (Å):
C1 -0.741755 0.792432 -2.303178
C2 -1.550200 -0.273037 -1.592813
N1 -1.982547 -1.325948 -2.526459
Si1 -2.661993 -2.797309 -1.895929
C3 -2.230190 -3.119179 -0.110271
C4 -2.377832 -4.569214 0.361051
C5 -1.512003 -5.591702 -0.345549
O1 -1.529306 -6.845961 0.339436
P1 -4.933196 -2.782317 -1.951418
N2 -5.611147 -2.429361 -0.566943
H1 -1.365100 1.324158 -3.021455
H2 0.090821 0.356566 -2.847924
H3 -0.371546 1.536542 -1.602317
H4 -0.949286 -0.727157 -0.809953
H5 -2.396231 0.208413 -1.094971
H6 -2.552711 -0.906010 -3.249624
H7 -2.246978 -3.926371 -2.762725
H8 -1.229133 -2.766973 0.130895
H9 -2.935169 -2.523037 0.471172
H10 -2.096910 -4.613962 1.412014
H11 -3.421077 -4.882240 0.301413
H12 -0.473594 -5.267558 -0.346707
H13 -1.822689 -5.735316 -1.378662
H14 -2.322769 -7.302221 0.072359
H15 -5.248845 -1.882726 -3.002632
H16 -5.298258 -4.022384 -2.517777
H17 -6.287529 -3.122867 -0.282724
C6 -3.290530 -11.145983 3.625083
C7 -1.965434 -11.765374 3.213633
O2 -1.567150 -11.458729 1.891601
C8 -1.377801 -10.083860 1.605895
C9 -0.319346 -9.402880 2.452356
H18 -4.078685 -11.432574 2.927716
H19 -3.566426 -11.492693 4.621377
H20 -3.242784 -10.056825 3.657299
H21 -2.046787 -12.852319 3.232819
H22 -1.179990 -11.491638 3.927491
H23 -2.329177 -9.542603 1.682276
H24 -1.079773 -10.056533 0.557740
H25 -0.591741 -9.375033 3.508397
H26 -0.192722 -8.375314 2.112582
H27 0.634537 -9.924487 2.362213
C10 0.567490 6.826538 -1.925300
C11 0.000877 5.427600 -1.768781
O3 0.872642 4.392841 -2.188603
C12 2.112317 4.313178 -1.509953
C13 1.992363 4.082240 -0.014175
H28 0.865110 7.004122 -2.960354
H29 -0.181630 7.563474 -1.639162
H30 1.435019 6.990894 -1.285824
H31 -0.885058 5.313939 -2.394202
H32 -0.317762 5.263643 -0.732420
H33 2.721738 5.201797 -1.711198
H34 2.625979 3.466376 -1.966566
H35 1.511708 4.919671 0.493548
H36 2.984874 3.951782 0.417878
H37 1.407842 3.182731 0.187023
C14 3.767967 0.538920 -2.323980
C15 4.965881 1.397503 -1.956226
O4 5.063334 1.690634 -0.574392
C16 5.194091 0.575632 0.287965
C17 6.424962 -0.275043 0.025251
H38 2.844521 1.009576 -1.981918
H39 3.714557 0.417528 -3.406100
H40 3.823169 -0.456950 -1.882370
H41 4.880643 2.369011 -2.444009
H42 5.893572 0.941014 -2.319375
H43 4.289601 -0.043314 0.258474
H44 5.251918 1.006398 1.287654
H45 6.390849 -0.758577 -0.951471
H46 6.497869 -1.059768 0.778815
H47 7.327745 0.334827 0.072139
C18 -1.756682 9.243897 2.345163
C19 -0.471130 8.536656 1.952161
O5 0.021469 8.895832 0.674610
C20 0.346641 10.261536 0.492291
C21 1.425018 10.775061 1.430715
H48 -2.528861 9.078576 1.593011
H49 -2.113841 8.856230 3.299488
H50 -1.616380 10.319510 2.458710
H51 -0.648116 7.462575 1.887172
H52 0.297527 8.686966 2.718804
H53 -0.551753 10.885478 0.564710
H54 0.696105 10.325257 -0.538684
H55 1.103412 10.765073 2.472587
H56 1.677328 11.804202 1.173669
H57 2.326054 10.166517 1.346439

Cartesian forces, eV/Å:
C -0.13 0.07 -0.09
C 0.03 0.12 -0.07
N -0.37 -0.04 0.55
Si 0.53 0.00 -0.24
C -0.11 -0.11 -0.04
C -0.01 -0.06 0.13
C 0.06 -0.15 0.11
O 0.29 0.28 -0.03
P -0.32 0.12 0.56
N 0.35 -0.14 -0.14
H -0.04 0.04 -0.11
H 0.15 -0.06 0.00
H 0.10 0.06 0.07
H 0.09 -0.11 0.05
H -0.11 -0.01 0.09
H 0.13 -0.04 -0.25
H -0.12 0.02 -0.10
H 0.16 0.10 -0.09
H 0.00 0.19 0.06
H -0.10 -0.02 0.17
H -0.15 0.00 0.00
H 0.13 0.06 -0.05
H 0.04 0.04 -0.18
H -0.35 -0.29 -0.01
H -0.01 -0.14 -0.21
H 0.01 -0.01 -0.27
H -0.22 0.09 0.11
C 0.00 0.04 -0.06
C 0.00 -0.05 0.07
O 0.01 -0.03 -0.05
C -0.02 0.08 -0.07
C 0.04 -0.04 0.07
H -0.01 0.00 0.00
H 0.00 -0.02 0.01
H 0.01 0.00 0.03
H 0.01 -0.01 0.00
H -0.01 0.03 -0.01
H 0.01 0.00 0.04
H 0.00 0.00 -0.01
H -0.02 0.03 0.00
H -0.01 0.00 -0.03
H 0.01 0.00 0.00
C 0.09 -0.03 -0.08
C -0.08 0.06 0.05
O -0.04 -0.10 -0.07
C 0.11 -0.03 0.03
C -0.06 0.01 0.02
H -0.01 -0.01 0.00
H -0.01 0.01 0.02
H -0.03 0.02 0.04
H 0.00 -0.01 -0.01
H 0.02 0.01 0.01
H -0.03 0.02 0.02
H 0.01 0.01 -0.02
H 0.03 0.03 0.00
H 0.02 -0.03 -0.02
H 0.00 -0.01 0.01
C -0.03 -0.02 0.09
C -0.01 -0.01 -0.10
O -0.02 0.10 0.01
C -0.01 -0.05 0.07
C 0.01 0.04 -0.05
H -0.02 -0.01 -0.01
H 0.00 0.02 -0.02
H 0.03 -0.01 -0.03
H 0.02 0.02 0.02
H -0.01 -0.04 0.01
H 0.01 0.00 -0.03
H -0.01 0.00 0.01
H -0.02 -0.03 0.01
H 0.00 0.00 0.02
H 0.01 0.00 0.00
C 0.01 0.04 -0.05
C -0.02 -0.04 0.07
O 0.00 -0.06 -0.04
C 0.01 0.07 -0.03
C 0.00 -0.05 0.02
H -0.01 0.00 0.00
H -0.01 -0.02 0.01
H 0.01 0.00 0.03
H 0.01 -0.01 0.00
H 0.00 0.03 0.00
H 0.00 -0.01 0.03
H -0.01 0.01 -0.01
H -0.02 0.03 0.00
H 0.01 0.01 -0.02
H 0.01 0.00 0.00

Output
* LUMO level: 0.6 eV
* HOMO: -8.22 eV
* strongest force on any atom: 0.013 Eh/bohr
* HOMO-LUMO gap: 0.3254 Eh
* net charge: 0